{"formula": "C2H3O3S", "method": "ωB97M-V/def2-TZVPD", "species": ["C", "C", "O", "O", "O", "S", "H", "H", "H"], "coordinates": [[0.57188, -2.26388, 1.07947], [-0.64836, 1.84543, -0.30948], [-0.30115, -2.65917, 1.78482], [1.60622, -2.31471, 0.51454], [-0.44064, 1.67567, -1.73466], [-0.21996, 0.31919, 0.60808], [-1.76309, 1.89117, -0.19964], [0.22911, 1.05419, -1.80883], [0.96598, 0.45210, 0.06570]], "forces_ev_per_angstrom": [[-0.42, -1.72, 0.81], [-1.18, 1.06, 0.27], [0.92, 1.00, -1.00], [-0.73, 0.75, 0.14], [-2.07, 1.24, 0.04], [-0.08, -0.36, -0.12], [0.40, 0.07, -0.02], [2.01, -1.69, -0.46], [1.16, -0.34, 0.34]], "mulliken_charge": [0.430, -0.328, -0.348, -0.344, -0.344, -0.265, -0.062, 0.211, 0.050], "e_homo_ha": [-0.053, -0.053], "orbital_gap_ha": [0.1808, 0.1808], "charge": -1, "lumo_ev": [3.486, 3.486], "e_tot_ha": -701.87561, "de_lowest_ev": 3.244, "max_force_ev_per_a": 2.7}



{"formula": "C5H12MgO3", "method": "ωB97M-V/def2-TZVPD", "species": ["C", "H", "H", "H", "O", "C", "H", "H", "O", "C", "C", "O", "C", "Mg", "H", "H", "H", "H", "H", "H", "H"], "coordinates": [[2.94565, 0.32957, -0.21389], [3.19527, 0.97163, -1.06747], [3.39642, -0.65704, -0.35691], [3.28691, 0.76128, 0.73664], [1.52819, 0.14551, -0.16661], [0.79739, 1.22545, 0.29833], [1.05708, 1.42896, 1.34880], [0.88278, 2.09138, -0.37096], [-0.61174, -1.84445, -1.47239], [-0.81635, -0.80589, -2.13315], [-0.85501, 0.72539, 0.24538], [-0.90800, -0.47755, 1.00557], [-2.18515, -0.78752, 1.54620], [0.44953, -1.93249, 0.30967], [-1.73184, -0.70904, -2.74208], [0.03634, -0.14300, -2.37097], [-1.66627, 0.73506, -0.49701], [-1.29068, 1.54662, 0.83706], [-2.04616, -1.57179, 2.29776], [-2.61254, 0.10538, 2.02160], [-2.85182, -1.13745, 0.74443]], "forces_ev_per_angstrom": [[0.26, 0.09, 0.01], [0.05, -0.02, 0.29], [-0.10, 0.25, 0.06], [0.06, -0.05, -0.29], [-0.01, -1.48, -0.38], [-3.37, -0.70, -1.10], [-0.43, 0.18, -0.31], [0.13, 0.01, 0.36], [-0.77, 2.27, -0.79], [1.18, -2.58, -0.66], [1.56, 2.11, 2.59], [0.78, 0.13, -0.34], [-0.72, -0.09, 0.18], [0.44, 0.07, 0.16], [-0.03, 0.17, 0.57], [-0.45, 0.18, 0.49], [1.13, -0.35, -1.26], [0.16, -0.18, 0.50], [-0.06, 0.18, -0.24], [0.12, -0.24, -0.08], [0.07, 0.06, 0.25]], "mulliken_charge": [-0.780, 0.278, 0.278, 0.322, -0.080, -0.555, 0.420, 0.377, -0.468, -0.008, -0.694, -0.184, -0.706, 0.496, 0.343, 0.252, 0.365, 0.461, 0.271, 0.301, 0.309], "e_homo_ha": [-0.351, -0.547], "spin_multiplicity": 2, "orbital_gap_ha": [0.1948, 0.3908], "charge": 1, "lumo_ev": [-4.254, -4.241], "e_tot_ha": -623.19550, "max_force_ev_per_a": 3.7}



{"formula": "C24H43BF13IO13P2S2", "method": "ωB97M-V/def2-TZVPD", "species": ["C", "C", "C", "B", "O", "C", "C", "O", "S", "O", "O", "O", "C", "I", "C", "C", "C", "F", "F", "C", "F", "F", "C", "F", "F", "C", "F", "F", "S", "F", "F", "F", "F", "F", "H", "H", "H", "H", "H", "H", "H", "H", "H", "H", "H", "H", "H", "C", "C", "O", "P", "O", "O", "C", "C", "O", "C", "C", "H", "H", "H", "H", "H", "H", "H", "H", "H", "H", "H", "H", "H", "H", "H", "C", "C", "O", "P", "O", "O", "C", "C", "O", "C", "C", "H", "H", "H", "H", "H", "H", "H", "H", "H", "H", "H", "H", "H", "H", "H"], "coordinates": [[-2.49415, -5.03395, 1.05483], [-1.34491, -5.16070, 0.34548], [-0.09576, -4.27934, 0.43513], [0.75559, -4.80620, 1.70448], [0.06843, -5.11237, 2.85250], [2.31957, -4.93606, 1.64295], [2.91999, -4.22411, 2.88197], [0.56769, -4.49797, -0.85280], [-0.34446, -3.77742, -1.96765], [-1.31827, -4.59596, -2.59114], [0.57999, -3.12630, -2.82946], [-1.02102, -2.68948, -0.98988], [-0.35902, -2.76886, 0.30223], [-1.66689, -2.00868, 1.80969], [0.94568, -1.95963, 0.20427], [0.84511, -0.47284, 0.55859], [1.97635, 0.26721, -0.14090], [1.65099, 0.31592, -1.46437], [3.16724, -0.36437, -0.06451], [2.11518, 1.74870, 0.29513], [2.76044, 2.39968, -0.69737], [0.90310, 2.32380, 0.40993], [2.99397, 1.93830, 1.58220], [4.27140, 2.04912, 1.14624], [2.97905, 0.84685, 2.37832], [2.71958, 3.25945, 2.37247], [3.87215, 3.60327, 2.97605], [2.41893, 4.25674, 1.53599], [1.41213, 3.20686, 3.75729], [2.10261, 4.46700, 4.42901], [2.31451, 2.24821, 4.62263], [0.67112, 1.97546, 3.07479], [0.47280, 4.19481, 2.94373], [0.33449, 3.19106, 4.89800], [-3.43755, -4.92791, 0.52321], [-2.55383, -5.09317, 2.13559], [-1.25827, -5.98485, -0.35517], [-0.43417, -4.36836, 3.20306], [2.65171, -5.97688, 1.66666], [2.67554, -4.46096, 0.72765], [2.73999, -3.14788, 2.83360], [3.98158, -4.43386, 2.97649], [2.39814, -4.57769, 3.77032], [1.28846, -2.03997, -0.82610], [1.72460, -2.40583, 0.82226], [0.86998, -0.30115, 1.63164], [-0.05844, -0.04907, 0.12338], [-5.85021, -4.50922, -6.33056], [-5.81132, -5.53400, -7.44762], [-5.07053, -6.71346, -7.10086], [-5.66750, -7.73008, -6.02075], [-6.98614, -8.23255, -6.40962], [-4.61456, -8.93590, -6.24349], [-5.05419, -10.28547, -6.40117], [-5.02671, -10.69369, -7.85956], [-5.14753, -7.20895, -4.63318], [-3.78925, -7.31483, -4.16359], [-2.79762, -6.46342, -4.91692], [-6.40048, -4.88520, -5.46606], [-6.33927, -3.59760, -6.67472], [-4.84371, -4.26286, -5.99359], [-6.82332, -5.81833, -7.74497], [-5.31336, -5.11650, -8.32131], [-6.05014, -10.41959, -5.98052], [-4.36934, -10.90827, -5.82173], [-5.51100, -9.93979, -8.47958], [-5.53309, -11.64876, -8.00430], [-3.99811, -10.79155, -8.21020], [-3.47898, -8.35745, -4.13594], [-3.83330, -6.98089, -3.12653], [-2.60444, -6.85882, -5.91387], [-1.85340, -6.44741, -4.37394], [-3.15363, -5.43999, -5.02103], [2.83185, 7.03903, 2.88708], [1.78016, 8.11826, 2.72409], [2.02851, 9.27254, 3.54150], [3.25446, 10.23631, 3.18873], [3.16187, 10.76771, 1.82861], [2.88731, 11.44380, 4.19791], [2.88900, 12.80401, 3.75970], [1.47715, 13.28874, 3.50376], [4.48199, 9.63834, 3.96914], [4.66975, 9.71289, 5.39350], [3.68164, 8.89816, 6.19487], [3.80403, 7.38162, 2.52560], [2.55753, 6.14905, 2.33338], [2.95417, 6.77115, 3.93560], [1.70339, 8.42628, 1.67882], [0.80525, 7.74076, 3.03015], [3.50636, 12.92272, 2.87012], [3.35091, 13.38976, 4.55712], [0.92891, 12.57258, 2.89228], [1.48507, 14.25379, 2.99590], [0.93355, 13.39759, 4.44355], [4.68399, 10.75105, 5.71840], [5.67519, 9.32451, 5.55585], [2.68925, 9.34689, 6.18328], [4.01872, 8.85265, 7.23127], [3.59978, 7.88381, 5.80693]], "forces_ev_per_angstrom": [[0.15, -0.28, 0.02], [-0.28, 0.21, 0.48], [0.04, -1.49, 1.25], [0.47, 0.12, -0.32], [0.60, 0.54, 0.18], [-0.14, 0.14, 0.26], [-0.55, -0.24, -0.16], [-0.63, 0.08, 0.08], [1.31, 0.56, -1.22], [-0.43, -0.17, 0.70], [0.04, 0.21, 0.12], [-0.19, -0.30, 0.16], [-0.02, -0.01, -0.20], [-0.06, -0.05, -0.07], [0.14, 0.22, 0.42], [0.37, -0.19, -0.46], [-1.05, -0.02, -0.31], [0.14, 0.01, -0.04], [0.12, 0.18, 0.27], [0.79, 0.12, -0.41], [-0.11, 0.06, 0.16], [-0.04, -0.30, 0.28], [0.66, -0.11, -0.48], [-0.31, 0.02, 0.11], [-0.45, 0.38, 0.01], [0.63, 0.39, 0.62], [-0.28, -0.34, -0.02], [-0.03, -0.70, -0.28], [-0.44, 0.84, -0.15], [-0.11, -0.16, 0.10], [0.07, -0.23, -0.22], [0.17, -0.19, 0.09], [-0.06, -0.14, -0.07], [0.04, -0.10, 0.15], [-0.21, -1.72, 0.00], [0.22, 1.65, 0.11], [-0.49, 1.05, -1.33], [-0.52, -0.22, -0.08], [-0.04, -0.04, -0.19], [0.20, -0.29, -0.10], [0.24, 0.06, -0.01], [0.07, 0.19, 0.03], [0.20, -0.05, 0.13], [0.00, -0.09, -0.01], [-0.12, -0.15, 0.08], [-0.08, 0.03, 0.01], [-0.11, 0.10, 0.23], [0.02, -0.13, 0.15], [-0.16, 0.23, -0.12], [-0.23, 0.36, 0.42], [2.57, -2.13, -2.30], [-0.89, 1.05, 1.44], [0.09, 0.33, 0.24], [-0.09, -0.29, -0.11], [0.18, 0.08, -0.10], [-1.34, 0.37, 0.33], [0.39, 0.12, 0.62], [-0.01, -0.11, -0.41], [-0.04, 0.02, -0.02], [0.00, -0.01, -0.04], [0.01, 0.05, -0.07], [0.02, -0.07, 0.02], [0.08, -0.10, 0.00], [-0.05, 0.15, -0.04], [0.04, 0.07, 0.02], [-0.14, -0.03, 0.07], [0.00, 0.00, 0.02], [-0.01, -0.01, 0.00], [-0.17, -0.09, -0.25], [-0.18, 0.08, -0.04], [-0.07, -0.01, -0.02], [-0.04, 0.02, 0.08], [0.03, 0.02, 0.11], [0.26, 0.34, 0.14], [-0.13, -0.25, -0.20], [0.43, -0.39, -0.14], [-2.66, 2.25, 2.09], [1.54, -1.12, -0.60], [0.20, -0.35, 0.13], [-0.08, 0.30, -0.10], [-0.14, -0.08, 0.15], [0.57, -0.39, -1.25], [0.47, -0.15, 0.44], [-0.29, 0.10, -0.08], [-0.02, -0.03, -0.05], [-0.07, 0.21, -0.02], [-0.06, -0.01, 0.01], [0.02, 0.08, 0.03], [-0.01, 0.10, 0.08], [-0.04, -0.15, -0.06], [0.00, -0.08, 0.04], [0.10, 0.02, -0.13], [0.02, 0.00, 0.01], [0.00, 0.01, -0.01], [-0.20, 0.09, -0.19], [0.00, -0.06, -0.18], [-0.01, 0.00, -0.05], [0.05, 0.00, -0.02], [0.08, -0.02, 0.04]], "mulliken_charge": [-1.073, -0.366, 0.948, 0.326, -0.480, -0.393, -1.041, -0.425, 1.053, -0.422, -0.669, -0.442, -0.492, 0.123, -0.060, -1.236, 0.584, -0.339, -0.326, 0.676, -0.324, -0.294, 0.578, -0.317, -0.268, 0.672, -0.299, -0.375, 1.382, -0.311, -0.296, -0.317, -0.305, -0.305, 0.272, 0.346, 0.518, 0.274, 0.488, 0.336, 0.199, 0.373, 0.288, 0.356, 0.089, 0.744, 0.481, -0.914, -0.326, -0.231, 0.831, -0.768, -0.303, -0.359, -1.077, -0.302, -0.137, -0.757, 0.273, 0.405, 0.164, 0.306, 0.318, 0.368, 0.314, 0.276, 0.366, 0.291, 0.232, 0.318, 0.343, 0.329, 0.053, -0.111, -0.514, -0.236, 0.888, -0.776, -0.320, -0.355, -1.076, -0.289, -0.178, -0.849, 0.340, -0.029, -0.041, 0.325, 0.290, 0.372, 0.315, 0.276, 0.366, 0.292, 0.237, 0.358, 0.277, 0.408, 0.083], "e_homo_ha": -0.324, "smiles": "C=C[C@@]1(B(O)CC)OS(=O)(=O)O[C@]1(I)CCC(F)(F)C(F)(F)C(F)(F)C(F)(F)S(F)(F)(F)(F)F.CCOP(=O)(OCC)OCC.CCOP(=O)(OCC)OCC", "orbital_gap_ha": 0.3018, "lumo_ev": -0.599, "e_tot_ha": -5018.35570, "max_force_ev_per_a": 4.1}